1.
Entry from the OMol25 dataset: a structure of composition C26H35N2 at a distorted geometry (wB97M-V/def2-TZVPD).

Geometry as XYZ:
```
63
Properties=species:S:1:pos:R:3:forces:R:3
H 2.78523 1.92384 3.73635 -0.088 -0.125 -0.232
H -0.72455 1.26664 -3.13537 0.030 -0.029 -0.082
C -0.80218 -2.15525 2.28453 0.689 0.884 -0.197
H 0.96950 0.72871 -3.29043 -0.056 0.070 -0.025
H -0.66643 1.89345 1.06952 0.074 -0.185 -0.194
H 3.10337 -2.86711 -5.25386 -0.024 -0.144 0.216
H -0.11864 -1.61478 4.20818 0.262 0.021 0.504
H 2.04199 0.66507 0.30556 0.897 -0.115 0.498
C 3.01973 -1.38313 -3.10958 0.189 -0.030 0.423
C 1.63335 -0.12288 4.94310 0.071 0.192 0.129
C -0.91500 1.67354 0.02384 0.383 -0.154 0.285
C 2.83677 -3.52660 -4.41920 0.052 -0.179 -0.380
H 3.20755 -1.91592 3.63740 -0.005 0.191 -0.101
C 2.77517 -0.61868 -1.96697 -0.272 -0.044 -0.588
C 0.93412 -0.71499 2.59041 -0.635 -0.036 0.669
C 3.33109 -0.88211 3.29012 0.155 -0.130 -0.102
H 2.04664 -4.39225 -1.95010 0.179 0.169 0.244
C 1.39703 -0.15210 0.08453 1.676 -0.527 1.600
H -1.62048 0.84269 -0.01269 0.044 0.095 0.267
H 1.60451 -1.14277 5.35043 -0.033 0.201 -0.138
H 2.15693 3.54793 -0.91712 0.053 -0.340 -0.163
C 0.62323 2.27972 -1.79917 0.572 0.112 -0.219
H -0.72359 3.78101 -2.53396 -0.031 0.070 0.040
C 2.02229 2.87479 -1.77614 0.266 0.098 -0.057
H 0.09716 0.35310 -1.18785 -0.548 1.627 -0.357
C 2.22566 -3.31839 -1.96521 0.139 0.336 0.604
H 1.19535 1.83032 2.93606 0.271 0.053 0.025
N 0.31821 1.26667 -0.72884 -1.253 -2.617 -0.326
H -1.78678 3.66497 0.02179 -0.046 -0.204 -0.104
H -2.14702 -3.32149 3.49134 0.151 -0.023 -0.693
H 3.43177 -0.90072 -3.99050 0.287 -0.121 0.169
N 0.01236 -1.51344 3.22734 -0.065 -0.183 -1.896
C 1.92913 -2.53780 -0.83141 -0.344 -0.127 -1.066
H 2.09480 3.49467 -2.68451 0.174 -0.168 0.344
C -0.38780 -1.71337 1.01295 -0.269 -0.455 -0.055
C 0.66512 -0.73739 1.21156 0.352 -0.135 -0.358
H 2.38948 0.42097 5.52892 -0.197 -0.171 -0.239
H 0.67188 0.37483 5.12073 0.134 -0.105 -0.004
H 4.13374 -0.42932 3.88783 -0.229 -0.019 -0.125
H -2.45681 -3.65086 -0.83474 0.099 -0.024 0.269
C 2.70341 -2.74557 -3.14387 -0.442 0.525 -0.133
C 0.31980 1.58926 -3.11947 0.050 0.288 -0.218
C 1.96120 -1.12089 -0.93866 0.653 0.256 0.538
H -2.31062 2.64036 -1.30834 -0.064 -0.072 0.116
C -1.81889 -3.06161 2.47064 -0.852 -0.647 0.277
H 0.12641 4.29687 -1.09564 0.230 -0.115 -0.004
C -0.95813 -2.29061 -0.13932 -0.551 0.070 1.062
H 3.59884 -4.31563 -4.36800 -0.129 0.212 0.148
C -1.98273 -3.22271 0.04764 0.309 0.342 -0.382
C -2.41771 -3.60016 1.32871 0.076 0.136 0.267
C -0.34889 3.43931 -1.56981 -0.028 0.101 -0.015
H 1.69168 -3.07659 0.08166 -0.493 0.416 -0.132
H -0.56988 -2.02212 -1.11146 -0.316 -0.104 -0.161
H -3.23038 -4.32521 1.42124 0.317 0.286 0.024
H 0.46743 2.32035 -3.91265 -0.019 -0.167 -0.223
H 3.66074 -0.91169 2.24552 -0.060 0.024 0.121
H 3.25850 0.35832 -1.86948 -0.761 -0.181 -0.281
C 2.02360 -0.09077 3.45296 -0.191 0.033 -0.082
C -1.45162 2.90688 -0.69204 -0.909 0.067 0.124
H 2.82159 2.13274 -1.79954 -0.101 0.248 -0.033
H 1.89394 -4.02214 -4.68742 0.164 0.127 0.162
C 2.18539 1.36034 3.00953 0.059 0.332 0.051
H 2.67986 1.42158 2.03465 -0.045 0.095 0.191
```
Positions in Å, forces in eV/Å.

Calculated values
- E: -1120.98169 Ha
- HOMO energy: -10.90 eV
- Net charge: +1
- E_LUMO: -3.475 eV



2.
Entry from the OMol25 dataset: a cluster of 2 separate species, C3H5NOS2 in total at a distorted geometry (wB97M-V/def2-TZVPD).

Geometry as XYZ:
```
12
Properties=species:S:1:pos:R:3:forces:R:3
C 0.92386 -1.48093 1.88711 -0.477 0.478 -1.002
H -1.09709 1.18390 0.87305 -0.429 0.455 -0.233
S 0.50560 0.21355 -2.34867 -0.301 1.338 0.164
O 0.57757 -2.57469 1.83093 -0.031 -1.300 0.501
H 1.72296 0.15588 2.38181 -0.003 0.302 -0.151
N 1.13124 -0.29739 1.69789 0.676 0.324 0.872
S -1.43425 -1.18564 -0.62971 0.262 0.957 3.809
C -0.68564 1.35321 -0.11522 -0.362 1.460 -0.036
C -0.55911 0.33508 -0.92221 0.159 -1.478 -1.360
H -1.45998 -1.60296 -1.79359 0.111 -1.082 -3.389
H 0.88425 1.54329 -2.32292 -0.183 -0.972 -0.085
H -0.50942 2.35671 -0.53847 0.579 -0.481 0.910
```
Positions in Å, forces in eV/Å.

Calculated values
- E: -1043.62843 Ha
- HOMO energy: -8.36 eV
- SMILES: C=C(S)S.N=C=O
- E_LUMO: 0.573 eV



3.
Entry from the OMol25 dataset: a cluster of 2 separate species, FH3N2O in total at a distorted geometry (wB97M-V/def2-TZVPD).

Geometry as XYZ:
```
7
Properties=species:S:1:pos:R:3:forces:R:3
N 0.09045 0.54305 0.31620 0.773 -0.456 0.590
O -0.08090 -1.85666 1.52191 1.673 -3.719 1.428
H -1.14926 -0.63585 -0.75248 0.290 -0.561 0.355
F -1.39616 -1.58991 1.67315 -2.991 0.399 0.451
N -0.72361 0.26662 -0.50272 -2.429 3.309 -2.596
H -1.24610 1.10868 -1.12417 1.232 -2.075 1.311
H 0.14930 -1.10431 1.04210 1.451 3.103 -1.540
```
Positions in Å, forces in eV/Å.

Calculated values
- E: -286.18211 Ha
- HOMO energy: -9.21 eV
- E_LUMO: 0.590 eV



4.
Entry from the OMol25 dataset: a cluster of 2 separate species, C5H12N3 in total (wB97M-V/def2-TZVPD).

Geometry as XYZ:
```
20
Properties=species:S:1:pos:R:3:forces:R:3
H 1.20598 -1.66231 1.61598 0.310 -0.076 0.166
H -1.49300 1.75371 -2.16513 -0.055 0.186 0.194
H -1.71724 2.13322 0.20186 -0.097 0.139 -0.145
H -1.94040 -0.91339 0.18310 -0.039 -0.102 0.021
C 2.45177 -0.41110 -1.87875 -0.298 -0.796 0.354
N -2.31823 0.31483 1.96448 0.359 0.001 -0.042
H 2.62490 0.65612 -1.86743 0.195 0.001 -0.109
N 1.86096 -0.20723 0.37922 -0.677 -0.123 0.196
H 2.62114 -0.96788 -2.78699 -0.056 0.082 -0.099
H 1.40730 0.03632 2.38058 -0.057 0.223 -0.158
H 1.66986 -2.03310 -0.60593 0.342 -0.220 -0.387
C -1.94559 0.09306 0.60117 -0.092 0.581 -0.167
N -1.38079 0.96058 -1.55454 0.120 0.242 -0.227
H -3.23676 -0.04823 2.16401 -0.250 -0.004 0.034
C 1.48907 -0.62010 1.52578 -0.295 -0.278 -0.184
H -1.68385 -0.14356 2.60362 -0.039 -0.048 0.130
H -1.81640 0.15879 -1.98005 0.027 -0.186 -0.014
C -1.72377 1.13554 -0.21485 0.235 -0.870 0.315
H 1.91144 0.79128 0.21945 0.460 0.257 0.101
C 2.01360 -1.02658 -0.78556 -0.095 0.992 0.022
```
Positions in Å, forces in eV/Å.

Calculated values
- E: -361.65402 Ha
- HOMO energy: -11.39 eV
- Net charge: +1
- E_LUMO: -5.264 eV



It is found that the energy above the lowest of the compared OMol25 structures with the same formula, charge and spin values, taken in the order of the records, are 1.121; 1.654; 3.810; 3.105 eV.
It is found that the HOMO-LUMO gap values, taken in the order of the records, are 7.42; 8.94; 9.80; 6.13 eV.